{"formula": "C18H27N5O7S", "method": "wB97M-V/def2-TZVPD", "homo_lumo_gap_ev": 8.1628, "de_lowest_kcal_mol": 2.5, "charge": 0, "smiles": "CCN(CC)CCNC(=O)C(=O)NC[C@H]1OCCN1S(=O)(=O)c1ccc([N+](=O)[O-])cc1", "elements": ["S", "O", "O", "O", "O", "O", "O", "O", "N", "N", "N", "N", "N", "C", "C", "C", "C", "C", "C", "C", "C", "C", "C", "C", "C", "C", "C", "C", "C", "C", "C", "H", "H", "H", "H", "H", "H", "H", "H", "H", "H", "H", "H", "H", "H", "H", "H", "H", "H", "H", "H", "H", "H", "H", "H", "H", "H", "H"], "coordinates": [[-3.169397, 1.405355, 1.248301], [-4.164392, 2.382861, 0.926657], [-3.071115, 0.905283, 2.585704], [2.681235, 1.874020, -1.560591], [-0.404377, -2.331875, -1.235603], [-5.066573, -0.904743, -0.795632], [2.235170, 3.973599, -1.589199], [-0.623620, 0.963933, -2.358306], [3.041871, -0.755117, 0.707829], [1.296517, -0.924195, -1.789649], [-2.213954, -0.663631, -2.173961], [-3.277300, 0.109479, 0.193034], [1.991966, 2.833223, -1.272671], [-1.475786, 3.146185, -0.053103], [3.964256, 0.191022, 1.325769], [-1.571720, 1.987245, 0.691927], [-3.395205, 0.147510, -2.267657], [-0.968695, -0.177938, -2.104849], [3.474123, -1.101582, -0.637590], [1.320600, -2.016343, 1.955877], [-4.183451, 0.177743, -0.927510], [0.709628, 1.424625, 0.257787], [2.787101, -1.931240, 1.540474], [3.405010, 0.823316, 2.596246], [-3.281552, -1.247029, 0.712776], [0.017920, -1.266136, -1.668386], [-0.270391, 3.458710, -0.654308], [-0.493012, 1.143041, 0.877578], [2.393819, -1.802566, -1.462403], [-4.425860, -1.931547, -0.059851], [0.794152, 2.576242, -0.518607], [1.551129, 0.746001, 0.346984], [-2.304437, -1.635325, -1.897542], [1.161415, -2.900309, 2.569088], [2.855861, -2.159170, -2.390786], [-4.769802, 1.102814, -0.879002], [3.742240, -0.177567, -1.154147], [4.112585, 1.560559, 2.967822], [-5.173664, -2.378233, 0.597870], [3.414295, -1.899395, 2.437365], [4.364503, -1.754788, -0.621786], [-3.456903, -1.209868, 1.789213], [3.060326, -2.843447, 0.998774], [-4.062730, -0.234337, -3.044691], [2.459250, 1.320576, 2.398380], [0.679113, -2.083192, 1.081586], [-0.153631, 4.339641, -1.266755], [4.931813, -0.288572, 1.556894], [1.968343, -2.659304, -0.936654], [-2.318868, -1.730976, 0.519921], [-4.041725, -2.703912, -0.738536], [-0.620247, 0.258950, 1.480551], [-2.349954, 3.766107, -0.170137], [1.040102, -1.139030, 2.532194], [3.247699, 0.083229, 3.375807], [-3.067071, 1.157227, -2.523129], [4.155915, 0.983392, 0.597392], [1.517475, 0.009492, -2.116785]], "forces_ev_per_angstrom": [[0.28, -0.24, -0.41], [0.11, 0.06, -0.23], [0.22, -0.14, -0.10], [0.37, -0.33, -0.15], [0.02, -0.16, 0.00], [-0.09, 0.01, 0.01], [0.12, 0.25, -0.11], [-0.02, -0.17, -0.17], [0.19, -0.02, -0.15], [0.12, 0.32, -0.13], [-0.19, -0.54, 0.04], [-0.39, 0.68, 0.71], [0.20, 0.25, -0.14], [-0.13, -0.03, 0.13], [-0.01, 0.13, 0.14], [-0.40, 0.07, 0.13], [-0.27, 0.13, 0.22], [-0.10, 0.22, -0.21], [-0.13, -0.11, -0.11], [0.32, -0.13, 0.00], [-0.03, 0.81, -0.83], [0.07, 0.31, -0.10], [-0.35, 0.00, 0.11], [0.15, -0.12, -0.24], [0.23, -0.42, 0.46], [0.07, -0.09, 0.10], [0.42, -0.11, -0.06], [0.19, 0.09, 0.05], [0.26, -0.18, 0.13], [0.08, -0.17, 0.07], [-1.21, -0.05, 0.75], [-0.05, -0.01, 0.02], [0.16, 0.13, -0.06], [-0.11, -0.10, 0.10], [-0.05, -0.07, 0.12], [0.07, -0.23, -0.10], [0.11, -0.09, 0.05], [0.03, 0.07, 0.10], [0.13, -0.02, -0.05], [0.05, -0.03, -0.08], [-0.04, 0.05, -0.04], [0.00, -0.17, -0.12], [0.06, 0.04, 0.03], [0.06, 0.13, 0.01], [-0.10, 0.07, 0.01], [-0.12, -0.01, -0.13], [-0.02, 0.03, -0.01], [-0.02, 0.04, -0.07], [0.11, 0.00, -0.09], [-0.10, -0.04, 0.04], [-0.03, 0.03, 0.10], [0.13, -0.21, 0.08], [-0.05, 0.13, -0.08], [-0.04, 0.12, 0.10], [-0.03, -0.06, 0.13], [-0.10, -0.05, 0.00], [0.04, -0.05, 0.00], [-0.21, -0.01, 0.03]]}